(1)
ORCA calculation (ωB97M-V/def2-TZVPD) on a 2-piece molecular cluster, C3H7NS overall at a distorted geometry.

The LUMO energy comes out at 0.84 eV. The structure (SMILES) is C=C=N.CS.

Structure (XYZ):
```
12
Properties=species:S:1:pos:R:3:forces:R:3:mulliken_charge:R:1
C 1.7483 -0.6930 0.9727 -0.1 2.4 2.3 -0.805
C 1.7101 -1.2366 -0.1765 0.8 -2.8 -2.6 0.534
N 1.9303 -2.0919 -1.0295 -1.4 0.2 -2.5 -0.470
H 0.8426 -0.5809 1.5552 0.1 -0.2 0.1 0.244
H 2.6323 -0.1094 1.2420 -0.4 -0.1 0.0 0.227
H 1.6107 -2.0143 -2.0770 0.9 0.4 2.8 0.282
C -1.5960 1.6019 0.0112 1.1 -1.7 3.9 -0.713
S -1.5590 0.0936 -0.9837 0.8 0.2 -0.6 -0.220
H -0.6028 1.8069 0.5813 -1.4 -0.3 -1.6 0.211
H -2.3088 1.5100 0.8765 0.4 -0.1 -1.0 0.271
H -1.9395 2.3764 -0.5652 -0.4 2.0 -1.4 0.328
H -2.4683 -0.6627 -0.4069 -0.5 -0.1 0.5 0.111
```
Positions in Å, forces in eV/Å.

(2)
ORCA calculation (ωB97M-V/def2-TZVPD) on an isolated molecule of C3H7NS at a distorted geometry.

The LUMO energy comes out at 0.45 eV. The structure (SMILES) is SC1CNC1.

Structure (XYZ):
```
12
Properties=species:S:1:pos:R:3:forces:R:3:mulliken_charge:R:1
S -2.0848 0.0948 -0.3152 -3.1 -0.6 1.1 -0.284
C -0.4722 -0.0141 0.4083 -0.6 0.6 3.5 -0.044
C 0.5292 -0.9888 -0.1091 1.0 -1.6 -0.5 -0.350
N 1.6144 0.0439 -0.1662 0.1 -0.1 0.4 -0.584
C 0.5975 1.0925 0.0218 -3.6 0.2 -2.6 -0.430
H -3.1652 -0.3496 0.7978 2.9 0.9 -2.2 0.140
H -0.7668 -0.1804 1.5242 1.3 0.5 -1.7 0.254
H 0.2969 -1.2963 -1.1560 -0.1 -0.3 0.8 0.257
H 0.7449 -1.8572 0.5813 -0.1 0.8 -1.0 0.235
H 1.9496 0.0701 -1.1300 0.3 0.2 0.6 0.276
H 0.1731 1.3454 -1.0606 0.9 0.3 1.9 0.221
H 0.5834 2.0396 0.6038 1.0 -0.9 -0.2 0.309
```
Positions in Å, forces in eV/Å.

Number 1: E_HOMO -8.80 eV. Number 2: E_HOMO -9.11 eV.